Version i
Formula: C4H13NOS2
Source: the Open Molecules 2025 dataset
Level of theory: wB97M-V/def2-TZVPD

Last column: natural (NBO) charge in e.
Positions of all 21 atoms, in Å:
C: 1.5322 1.5696 -1.2530  -0.408
N: 0.7299 0.3766 -1.1329  -0.650
C: 0.9046 -0.4282 0.0605  -0.055
C: 0.7464 -1.9286 -0.2367  -0.630
C: -0.0170 0.1437 1.1830  -0.549
S: -0.9038 -1.0915 2.1525  0.091
S: -2.0362 0.0078 3.4126  -0.130
H: 1.5207 1.9043 -2.2921  0.206
H: 2.5816 1.4088 -1.0131  0.169
H: 1.1501 2.3660 -0.6255  0.190
H: 0.6938 -0.1983 -1.9577  0.371
H: 1.9121 -0.2829 0.4526  0.172
H: 0.7707 -2.1734 -1.3059  0.209
H: -0.1652 -2.3305 0.1817  0.223
H: 1.6103 -2.4983 0.1337  0.224
H: 0.5886 0.7796 1.8319  0.216
H: -0.7437 0.7927 0.7171  0.219
H: -3.0859 0.3251 2.6266  0.132
O: -2.8778 0.6178 -0.8023  -0.949
H: -1.9646 0.8955 -0.9273  0.477
H: -2.9470 -0.2558 -1.2057  0.470

Calculated values
M, g mol⁻¹: 155.29

***

Version ii
Formula: C4H13NOS2
Source: the Open Molecules 2025 dataset
Level of theory: wB97M-V/def2-TZVPD

Last column: natural (NBO) charge in e.
Positions of all 21 atoms, in Å:
C: -2.8085 -1.1346 2.7525  -0.749
S: -2.1226 -2.3164 1.5597  0.093
S: -0.3123 -1.5687 1.0563  0.080
C: -0.7705 -0.2748 -0.1526  -0.565
C: 0.2105 0.8456 -0.3800  -0.076
C: 0.1701 1.7629 0.8593  -0.627
N: 1.6098 0.4617 -0.6285  -0.843
H: -2.0918 -0.6891 3.4275  0.231
H: -3.2862 -0.3342 2.1975  0.211
H: -3.6121 -1.6743 3.2271  0.227
H: -0.9233 -0.8722 -1.0732  0.217
H: -1.8084 0.0262 -0.1864  0.244
H: -0.1680 1.3777 -1.2424  0.193
H: 1.1527 2.0379 1.1727  0.226
H: -0.2551 1.3019 1.7519  0.206
H: -0.3256 2.7065 0.6445  0.204
H: 1.6177 -0.5575 -0.6211  0.354
H: 1.9895 0.7578 -1.5082  0.374
O: 3.5006 -0.5909 -4.2576  -0.933
H: 4.1196 -1.1371 -3.7515  0.467
H: 4.1138 -0.1284 -4.8476  0.467

Calculated values
M, g mol⁻¹: 155.29

***

Sorted by energy, starting with the most stable: version i, version ii.

***

Version i
Formula: C4H13NOS2
Source: the Open Molecules 2025 dataset
Level of theory: wB97M-V/def2-TZVPD

Last column: natural (NBO) charge in e.
Positions of all 21 atoms, in Å:
C: -1.5796 0.9743 2.1631  -0.766
S: -0.6122 -0.4338 2.7154  0.090
S: -0.5350 -1.6728 1.0665  0.087
C: 1.1659 -1.4616 0.4402  -0.537
C: 1.3210 -0.5208 -0.7438  -0.062
C: 1.1374 0.9569 -0.3835  -0.630
N: 0.3771 -0.9251 -1.8044  -0.848
H: -2.6520 0.8368 2.2738  0.220
H: -1.3692 1.2164 1.1242  0.221
H: -1.2904 1.8427 2.7568  0.230
H: 1.4365 -2.4742 0.1223  0.218
H: 1.8028 -1.2156 1.2868  0.239
H: 2.3475 -0.6275 -1.1196  0.171
H: 0.6077 1.5097 -1.1546  0.234
H: 0.5480 1.0457 0.5295  0.206
H: 2.1088 1.4057 -0.1858  0.212
H: 0.5117 -1.9034 -2.0354  0.356
H: 0.6428 -0.4195 -2.6432  0.367
O: -1.9925 0.7936 -1.8269  -0.959
H: -2.3665 1.1320 -1.0086  0.457
H: -1.6097 -0.0595 -1.5727  0.495

Calculated values
M, g mol⁻¹: 155.29

***

Version ii
Formula: C4H13NOS2
Source: the Open Molecules 2025 dataset
Level of theory: wB97M-V/def2-TZVPD

Last column: natural (NBO) charge in e.
Positions of all 21 atoms, in Å:
C: 3.1316 1.8572 0.6400  -0.427
N: 1.8104 1.4921 1.1764  -0.638
C: 0.7414 1.9915 0.2932  -0.222
C: 0.5895 1.1349 -0.9623  -0.436
C: 0.0134 -0.2393 -0.6637  -0.537
S: -1.8015 -0.0750 -0.6570  0.072
S: -2.5807 -1.9235 -0.5279  -0.123
H: 3.9322 1.2326 1.0349  0.200
H: 3.3696 2.8931 0.8520  0.177
H: 3.1564 1.6970 -0.4425  0.194
H: 1.7321 2.0267 2.0339  0.355
H: 1.0071 2.9958 -0.0663  0.167
H: -0.2074 2.0824 0.8227  0.209
H: -0.1359 1.6932 -1.5589  0.216
H: 1.4546 1.1014 -1.6348  0.220
H: 0.3065 -1.0295 -1.3373  0.225
H: 0.3140 -0.5211 0.3452  0.234
H: -2.3283 -2.4205 -1.7548  0.115
O: 2.2458 -2.0717 1.6880  -0.977
H: 2.0671 -2.2928 2.6014  0.482
H: 2.3883 -1.1487 1.4562  0.494

Calculated values
M, g mol⁻¹: 155.29

***

Sorted by energy, starting with the most stable: version i, version ii.

***

Version i
Formula: C10H9IO2
Source: the Open Molecules 2025 dataset
Level of theory: wB97M-V/def2-TZVPD

Last column: natural (NBO) charge in e.
Positions of all 22 atoms, in Å:
C: -1.6478 -2.9415 -2.2306  -0.734
C: -1.7565 -1.5423 -1.7469  0.785
O: -2.7781 -0.9333 -1.5208  -0.556
O: -0.4961 -1.1184 -1.3530  -0.516
C: -0.5747 0.2133 -0.9605  0.161
I: -1.0542 1.5487 -2.5376  0.096
C: -1.3556 0.5072 0.3328  -0.429
C: -0.1391 1.1786 0.9000  -0.006
C: 0.2986 2.0261 1.8521  -0.227
C: 1.5121 2.6275 1.4740  -0.187
C: 2.2905 2.3664 0.3300  -0.217
C: 1.8762 1.3011 -0.5765  -0.177
C: 0.6262 0.8426 -0.2395  -0.072
H: -0.5668 -3.3524 -2.1909  0.241
H: -1.9766 -3.1308 -3.3322  0.255
H: -2.2321 -3.6191 -1.5920  0.250
H: -1.5854 -0.3408 0.8219  0.218
H: -2.2182 1.2147 0.1759  0.234
H: -0.1187 2.2925 2.8794  0.233
H: 2.0134 3.3822 2.2229  0.213
H: 3.3077 2.6591 0.1828  0.219
H: 2.2530 1.0069 -1.4714  0.218

Calculated values
M, g mol⁻¹: 288.08

***

Version ii
Formula: C10H9IO2
Source: the Open Molecules 2025 dataset
Level of theory: wB97M-V/def2-TZVPD

Last column: natural (NBO) charge in e.
Positions of all 22 atoms, in Å:
C: -3.4723 0.3730 1.2228  -0.702
C: -2.6364 0.3452 -0.0441  0.808
O: -2.7544 1.0093 -1.0253  -0.561
O: -1.6465 -0.5433 0.1226  -0.545
C: -0.6441 -0.5382 -0.7875  0.221
I: -1.3115 -1.5967 -2.5866  0.057
C: -0.0258 1.1432 -1.1732  -0.401
C: 1.1574 0.6396 -0.4363  -0.032
C: 2.4244 0.9310 -0.0466  -0.212
C: 3.2073 0.0019 0.6559  -0.187
C: 2.8246 -1.3496 0.6604  -0.217
C: 1.5983 -1.7023 0.1490  -0.183
C: 0.7558 -0.7264 -0.2564  -0.112
H: -3.9765 -0.5204 1.1037  0.243
H: -3.9581 1.3022 1.1989  0.236
H: -2.7062 0.4493 2.0219  0.236
H: -0.5887 1.9641 -0.6461  0.225
H: 0.0922 1.4258 -2.3344  0.247
H: 2.8896 1.9881 -0.0104  0.214
H: 4.1822 0.2541 1.0494  0.219
H: 3.3621 -2.0991 1.2280  0.220
H: 1.2265 -2.7509 -0.0656  0.228

Calculated values
M, g mol⁻¹: 288.08

***

Sorted by energy, starting with the most stable: version i, version ii.

***

Version i
Formula: C3H5O2P
Source: the Open Molecules 2025 dataset
Level of theory: wB97M-V/def2-TZVPD

Last column: natural (NBO) charge in e.
Positions of all 11 atoms, in Å:
C: -0.2744 0.7506 0.5625  -0.003
C: -0.7953 1.6295 -0.5735  -0.165
C: 0.4983 -0.5408 0.2969  -0.627
O: -3.4214 2.4137 -0.0964  -1.060
O: -1.6621 0.5875 0.7917  -0.616
P: -2.1805 2.4363 0.6096  1.408
H: 0.2554 1.2866 1.4277  0.180
H: -0.9495 1.0458 -1.5909  0.216
H: 0.5812 -1.1051 1.1715  0.224
H: 1.5365 -0.3389 -0.1021  0.224
H: -0.1182 -1.1103 -0.4046  0.218

Calculated values
M, g mol⁻¹: 104.04

***

Version ii
Formula: C3H5O2P
Source: the Open Molecules 2025 dataset
Level of theory: wB97M-V/def2-TZVPD

Last column: natural (NBO) charge in e.
Positions of all 11 atoms, in Å:
O: 2.2346 -1.4021 1.5897  -0.524
C: 1.5045 -1.1690 0.6993  0.789
C: 0.4419 -0.1040 0.8227  -0.538
C: 0.1582 0.4276 -0.6284  -0.694
P: 0.3582 -1.2332 -1.5775  0.860
O: 1.5615 -1.7985 -0.5388  -0.756
H: -0.4866 -0.4436 1.1217  0.240
H: 0.8011 0.7384 1.3559  0.243
H: -0.9672 0.7422 -0.8160  0.244
H: 0.9712 1.0669 -1.0880  0.234
H: -0.8356 -1.8409 -0.8720  -0.097

Calculated values
M, g mol⁻¹: 104.04

***

Sorted by energy, starting with the most stable: version ii, version i.